# 1
# H28O14

A cluster of 14 separate species, H28O14 in total in a non-equilibrium geometry (the ωB97M-V functional and the def2-TZVPD basis, the OMol25 dataset).

Values from the calculation:
Frontier orbital gap (eV): 8.390
LUMO energy (eV): -0.964
Highest occupied orbital energy (eV): -9.35
E (eV): -29119.3068

Each line ends with the Mulliken charge.
Atoms and positions in Å:
O: 1.553 2.531 -1.512  -0.5563
H: 1.631 3.270 -2.136  0.2954
H: 1.469 1.753 -2.080  0.3568
O: -1.628 0.944 -1.939  -0.6307
H: -1.249 1.289 -2.769  0.3064
H: -1.346 0.020 -1.832  0.2722
O: 2.090 0.392 3.306  -0.7530
H: 1.113 0.484 3.185  0.3925
H: 2.314 0.242 2.413  0.3572
O: 0.085 2.773 1.118  -0.6731
H: 0.670 2.566 0.413  0.2516
H: -0.718 2.298 0.986  0.4349
O: 3.108 0.338 0.890  -0.7536
H: 3.024 1.255 0.769  0.3696
H: 2.187 0.088 0.750  0.2416
O: -0.748 0.257 3.333  -0.7452
H: -1.368 0.915 3.119  0.3204
H: -0.959 -0.400 2.643  0.3747
O: -3.667 -0.765 0.042  -0.6607
H: -3.987 -0.210 -0.717  0.3340
H: -2.951 -0.311 0.505  0.3047
O: -2.375 1.611 0.581  -0.6571
H: -2.652 2.478 0.325  0.2936
H: -1.853 1.335 -0.172  0.3213
O: -1.510 -1.643 1.755  -0.6567
H: -0.896 -2.248 2.150  0.2384
H: -2.319 -1.796 2.177  0.2723
O: 2.751 -1.263 -1.592  -0.6348
H: 2.628 -1.320 -0.634  0.2534
H: 2.137 -0.671 -2.015  0.3528
O: -1.074 -1.579 -1.350  -0.7272
H: -0.535 -2.144 -1.932  0.2754
H: -1.673 -2.189 -0.953  0.2778
O: 0.992 0.236 -3.016  -0.7165
H: 1.725 0.403 -3.670  0.3021
H: 0.283 -0.188 -3.541  0.2426
O: 0.790 -3.465 0.331  -0.6095
H: 0.474 -2.769 -0.233  0.3073
H: 1.659 -3.200 0.638  0.3394
O: 0.493 -0.187 0.461  0.6976
H: 0.485 -0.290 -0.503  0.0032
H: -0.152 -0.837 0.709  -0.0149

# 2
# C5H9NO

An isolated molecule of C5H9NO in a non-equilibrium geometry (the ωB97M-V functional and the def2-TZVPD basis, the OMol25 dataset).

Values from the calculation:
Frontier orbital gap (eV): 9.920
LUMO energy (eV): 0.993
Highest occupied orbital energy (eV): -8.93
E (eV): -8864.9678

Each line ends with the Mulliken charge.
Atoms and positions in Å:
C: -1.670 -1.114 0.200  -1.2734
C: -0.529 -0.328 -0.431  0.2958
C: -0.681 1.250 -0.513  -0.7209
C: 0.580 1.425 0.411  -0.4708
C: 0.769 -0.075 0.234  0.3371
N: 1.620 -0.977 -0.064  -0.4293
O: 2.863 -0.887 0.502  -0.4062
H: -2.397 -1.364 -0.584  0.2926
H: -2.208 -0.592 0.999  0.3516
H: -1.278 -2.057 0.593  0.3552
H: -0.025 -1.052 -1.138  0.2368
H: -0.572 1.702 -1.500  0.2762
H: -1.601 1.647 -0.055  0.2845
H: 0.329 1.739 1.428  0.2420
H: 1.388 2.066 0.036  0.2599
H: 3.411 -1.383 -0.117  0.3688

# 3
# C5H8O2

A structure of composition C5H8O2 (the ωB97M-V functional and the def2-TZVPD basis, the OMol25 dataset).

Values from the calculation:
Frontier orbital gap (eV): 10.700
LUMO energy (eV): 1.017
Highest occupied orbital energy (eV): -9.68
E (eV): -9407.5615

Each line ends with the Mulliken charge.
Atoms and positions in Å:
O: -0.141 1.975 1.152  -0.5449
C: -0.298 0.576 1.049  -0.1303
C: -1.142 0.203 -0.178  -0.8743
C: 0.017 -0.197 -1.125  0.0018
C: 0.594 -1.405 -0.409  -0.7621
C: 1.010 -0.246 0.543  -0.0938
O: 1.174 0.557 -0.662  -0.4868
H: -0.198 2.345 0.263  0.3342
H: -0.695 0.306 2.031  0.4401
H: -1.796 -0.647 0.042  0.2950
H: -1.761 1.013 -0.555  0.3153
H: -0.114 -0.092 -2.200  0.4762
H: -0.042 -2.253 -0.143  0.3022
H: 1.478 -1.749 -0.947  0.2705
H: 1.915 -0.387 1.137  0.4567

# 4
# C2H10NOSi

A structure of composition C2H10NOSi in a non-equilibrium geometry (the ωB97M-V functional and the def2-TZVPD basis, the OMol25 dataset).

Values from the calculation:
Frontier orbital gap (eV): 10.940
LUMO energy (eV): -4.130
Highest occupied orbital energy (eV): -15.07
E (eV): -13642.7580
Charge: +1

Each line ends with the Mulliken charge.
Atoms and positions in Å:
C: 2.374 1.212 -0.426  -1.0552
C: -2.838 0.432 -1.087  -0.1049
N: -2.437 -0.602 -0.563  -0.1436
O: 0.051 -0.772 -0.272  -0.4074
Si: 1.531 -0.457 -0.091  0.4608
H: 1.968 1.663 -1.260  0.3800
H: 1.765 2.017 0.161  0.3141
H: 3.384 1.336 -0.207  0.3785
H: -2.350 1.461 -1.060  0.2355
H: -3.760 0.476 -1.758  0.2417
H: -3.022 -1.437 -0.376  0.2720
H: -1.342 -0.529 -0.358  0.4555
H: 1.297 -1.729 3.883  0.2123
H: 1.034 -1.504 3.182  -0.2164
H: 2.345 -1.568 0.230  -0.0230

# 5
# C5H10NO2

The ion C5H10NO2 with charge -1 in a non-equilibrium geometry (the ωB97M-V functional and the def2-TZVPD basis, the OMol25 dataset).

Values from the calculation:
Frontier orbital gap (eV): 6.168
LUMO energy (eV): 3.669
Highest occupied orbital energy (eV): -2.50
E (eV): -10930.6921
Charge: -1

Each line ends with the Mulliken charge.
Atoms and positions in Å:
C: 1.118 0.641 0.951  -1.3899
C: 0.418 0.305 -0.353  -0.0838
C: -1.098 0.600 -0.271  -0.4408
C: -1.105 2.133 -0.024  0.0015
O: -2.139 2.603 0.412  -0.5450
N: 0.789 -1.087 -0.782  -0.4165
C: 0.061 -2.189 -0.140  -0.4059
O: -1.182 -2.354 -0.484  -0.8268
H: 0.587 1.141 1.747  0.3783
H: 1.400 -0.277 1.467  0.4788
H: 2.124 1.042 0.802  0.3037
H: 0.969 0.764 -1.184  0.3309
H: -1.729 -0.099 0.328  0.3060
H: -1.523 0.470 -1.304  0.2838
H: -0.147 2.646 -0.121  0.3906
H: 0.547 -1.142 -1.764  0.2382
H: 0.268 -2.012 1.004  0.1037
H: 0.641 -3.186 -0.282  0.2931

# 6
# C33H21FN6O6RuSSe

A structure of composition C33H21FN6O6RuSSe (the ωB97M-V functional and the def2-TZVPD basis, the OMol25 dataset).

Values from the calculation:
2S+1: 6
Frontier orbital gap (spin up / spin down) (eV): 4.941 / 5.576
Expectation value of S²: 8.784
LUMO energy (spin up / spin down) (eV): -3.455 / -5.592
Highest occupied orbital energy (spin up / spin down) (eV): -8.40 / -11.17
E (eV): -137262.3126
Charge: +1

Each line ends with the Mulliken charge.
Atoms and positions in Å:
Ru: 1.404 0.261 -1.168  0.7873
Se: 6.809 5.579 -1.021  0.2758
N: 6.853 3.803 -1.064  -0.8561
C: 5.618 3.392 -1.108  0.7512
C: 5.239 1.979 -1.156  0.2058
C: 6.118 0.929 -1.145  -0.2042
C: 5.635 -0.403 -1.185  -1.0415
C: 4.295 -0.631 -1.233  -0.3890
N: 3.403 0.395 -1.244  0.0836
C: 3.855 1.709 -1.206  0.1110
C: 2.882 2.696 -1.206  -0.1765
N: 1.553 2.264 -1.243  -0.1068
C: 0.552 3.189 -1.233  0.3527
C: 0.807 4.521 -1.197  -0.8364
C: 2.151 4.975 -1.156  -0.5683
C: 3.181 4.072 -1.158  0.5480
C: 4.601 4.426 -1.109  0.7543
N: 5.033 5.653 -1.067  -0.8521
H: 7.179 1.135 -1.106  0.5576
H: 6.312 -1.244 -1.171  0.4341
H: 3.881 -1.629 -1.257  0.5548
H: -0.456 2.803 -1.235  -0.0793
H: -0.019 5.215 -1.181  0.4638
H: 2.382 6.032 -1.118  0.5589
C: -4.270 -4.285 0.439  -1.3581
C: -4.181 -3.920 -1.039  -0.2949
C: -5.519 -3.572 -1.668  -1.0784
C: -6.103 -2.317 -1.036  -1.2081
C: -5.096 -1.196 -1.043  0.9091
C: -5.500 0.114 -0.965  -0.6946
C: -4.565 1.149 -0.985  0.0096
F: -5.010 2.404 -0.894  -0.3299
C: -3.228 0.916 -1.104  -0.7801
C: -2.785 -0.412 -1.196  0.7621
C: -1.379 -0.697 -1.332  1.9138
O: -0.571 0.319 -1.399  -1.0229
C: -0.987 -2.034 -1.385  -0.1974
C: -1.957 -3.015 -1.319  -0.5749
N: -3.249 -2.772 -1.207  0.1011
C: -3.715 -1.465 -1.147  -0.6175
C: 0.419 -2.538 -1.531  0.3612
O: 0.654 -3.703 -1.658  -0.6232
O: 1.364 -1.602 -1.594  -0.5187
H: -4.982 -5.100 0.574  0.3882
H: -4.596 -3.435 1.039  0.3915
H: -3.300 -4.613 0.814  0.4003
H: -3.733 -4.746 -1.589  0.5353
H: -6.193 -4.418 -1.538  0.4364
H: -5.386 -3.421 -2.742  0.3589
H: -6.419 -2.520 -0.010  0.3716
H: -6.994 -2.001 -1.578  0.5014
H: -6.553 0.359 -0.893  0.5452
H: -2.522 1.731 -1.119  0.5667
H: -1.644 -4.052 -1.352  0.5841
O: 0.668 -2.047 1.235  -0.5891
C: 0.964 -0.978 1.722  0.3974
N: 1.267 0.163 0.999  0.6542
S: 1.472 1.512 1.947  0.9842
O: 0.369 2.409 1.747  -0.6140
O: 2.800 2.022 1.770  -0.5987
C: 1.310 0.630 3.467  0.5746
C: 1.405 1.106 4.757  -0.6803
C: 1.226 0.187 5.785  -0.5575
C: 0.959 -1.153 5.515  -0.5292
C: 0.860 -1.611 4.207  -0.5757
C: 1.042 -0.697 3.186  -0.4428
H: 1.611 2.147 4.966  0.4785
H: 1.297 0.523 6.811  0.4111
H: 0.828 -1.846 6.336  0.4112
H: 0.655 -2.647 3.974  0.5093